The following is a DFT calculation (ωB97M-V/def2-TZVPD) of a cluster of 2 separate species, C5H13NS in total.

Structure (XYZ):
```
20
Properties=species:S:1:pos:R:3
N -1.28206 -0.61857 -0.66785
C -1.83098 -1.01722 0.64758
C -0.49250 -1.54361 2.68792
C -0.79289 -1.76290 1.42511
H -2.02284 -0.21294 -1.22395
H -0.89370 -1.43364 -1.12887
H -2.70936 -1.64638 0.51777
H -2.10660 -0.12093 1.19492
H 0.25235 -2.14440 3.19139
H -0.97625 -0.76853 3.27192
H -0.23178 -2.51800 0.87846
C 2.62845 0.82140 -1.02233
S 2.07153 2.45195 -1.46104
C 0.32113 2.25070 -1.39930
H 2.01893 0.10360 -1.55824
H 2.42107 0.67629 0.04351
H 3.68715 0.77731 -1.25591
H -0.13226 3.22634 -1.55771
H 0.03311 1.55440 -2.18527
H 0.03750 1.92513 -0.39812
```

Its total energy is -650.89877 a.u. As for the charge: +1. For the lowest unoccupied orbital energy (spin up / spin down), the calculation gives -0.1140 / -0.3021 Ha. Its orbital gap (spin up / spin down) is 9.35 / 4.23 eV. The multiplicity is 2. Its energy above the lowest of the compared OMol25 structures with the same formula, charge and spin is 0.938 eV.



The following is a DFT calculation (ωB97M-V/def2-TZVPD) of the ion C5H13NS with charge +1 in a non-equilibrium geometry.

Structure (XYZ):
```
20
Properties=species:S:1:pos:R:3
C -0.12423 -0.69745 -0.10356
C -1.66558 -0.48153 0.06466
S -2.74486 -1.16265 1.37656
C 0.56036 0.64066 0.07139
N 1.77483 0.73997 -0.71300
C 2.72118 -0.28455 -1.16987
C 2.28370 2.07990 -0.87125
H -0.06940 -1.18647 -1.07156
H 0.37069 -1.33064 0.63794
H -1.80988 0.58084 0.10596
H -2.13050 -0.68563 -0.90207
H -3.25601 0.06198 1.65389
H 0.76843 0.88565 1.11754
H -0.04645 1.59383 -0.08973
H 3.36088 0.21207 -1.88359
H 3.13724 -0.77565 -0.28484
H 2.22297 -1.12619 -1.65173
H 3.38496 2.02839 -0.93207
H 2.01050 2.55864 -1.81642
H 2.07214 2.78092 -0.06915
```

Its total energy is -650.89890 a.u. As for the charge: +1. For the lowest unoccupied orbital energy (spin up / spin down), the calculation gives -0.1083 / -0.2567 Ha. Its orbital gap (spin up / spin down) is 9.24 / 5.20 eV. The multiplicity is 2. Its energy above the lowest of the compared OMol25 structures with the same formula, charge and spin is 0.935 eV.



The following is a DFT calculation (ωB97M-V/def2-TZVPD) of a cluster of 2 separate species, C5H13NSi in total in a non-equilibrium geometry.

Structure (XYZ):
```
20
Properties=species:S:1:pos:R:3
C -2.89637 0.79793 -0.67660
C -2.74521 -0.31974 0.00397
C 0.96406 1.51430 -0.35860
C 2.96015 -0.92645 -0.51438
C -2.00296 -0.43341 1.17298
N 0.14245 -1.25244 0.03355
Si 1.35873 -0.24944 0.42493
H -3.36278 0.77907 -1.67731
H -2.26710 1.64442 -0.48272
H -3.36269 -1.09838 -0.30042
H 1.90816 1.97860 -0.41893
H 0.30665 1.58319 -1.18559
H 0.65529 2.17921 0.49634
H 2.78012 -1.30001 -1.59309
H 3.58326 -0.02545 -0.46317
H 3.53065 -1.70092 0.09206
H -2.16016 -1.33916 1.83569
H -1.33826 0.27945 1.65588
H 0.15998 -2.24928 0.14445
H 1.78603 0.13851 1.81097
```

Its total energy is -542.40165 a.u. For the lowest unoccupied orbital energy (spin up / spin down), the calculation gives -0.0426 / -0.0203 Ha. Its orbital gap (spin up / spin down) is 6.97 / 8.83 eV. Its energy above the lowest of the compared OMol25 structures with the same formula, charge and spin is 4.559 eV.



The following is a DFT calculation (ωB97M-V/def2-TZVPD) of an isolated molecule of C5H13NSi in a non-equilibrium geometry.

Structure (XYZ):
```
20
Properties=species:S:1:pos:R:3
C 0.88942 0.47550 0.98852
C 2.01688 -0.56334 0.65440
C -1.29160 -1.57891 -0.41618
C -2.13437 1.18551 0.79043
C 3.01676 -0.38422 -0.21251
N -0.41360 0.78808 -1.62122
Si -0.76619 0.17205 0.00438
H 0.72691 0.43452 2.02690
H 1.31194 1.38688 0.60070
H 2.03342 -1.39978 1.19109
H -0.42447 -2.13692 -0.86005
H -1.60278 -2.15055 0.35918
H -2.14648 -1.44854 -1.21609
H -3.22568 0.72638 0.64728
H -1.98830 1.12167 1.89278
H -2.25405 2.20345 0.41389
H 3.86015 -1.06363 -0.31024
H 2.88411 0.46597 -0.88866
H -0.44207 1.75512 -1.98346
H -0.05002 0.01077 -2.06114
```

Its total energy is -542.54080 a.u. For the lowest unoccupied orbital energy, the calculation gives 0.0331 Ha. Its orbital gap is 9.64 eV. Its energy above the lowest of the compared OMol25 structures with the same formula, charge and spin is 0.773 eV. The structure (SMILES) is C=CC[Si](C)(C)N.



The following is a DFT calculation (ωB97M-V/def2-TZVPD) of a cluster of 2 separate species, C5H13O2 in total.

Structure (XYZ):
```
20
Properties=species:S:1:pos:R:3
C -1.45924 0.05256 0.39746
O -2.46450 0.66518 1.00646
C -0.93354 -1.15218 1.22862
C 0.01951 -2.17031 0.61891
C 1.46112 -1.69758 0.45468
C 1.67788 -0.68607 -0.66614
H -1.64663 -0.34345 -0.64381
H -0.54783 0.69917 0.19250
H -1.84068 -1.59027 1.63009
H -0.46660 -0.71361 2.13060
H -0.35039 -2.50214 -0.36539
H 0.01701 -3.12505 1.15828
H 2.07986 -2.59590 0.29610
H 1.79917 -1.28630 1.41008
H 0.76621 -0.50913 -1.22539
H 2.45884 -0.98303 -1.35846
H 1.94505 0.28924 -0.27108
H -0.78454 5.10423 -2.10980
H -1.20588 6.57358 -2.09786
O -0.52481 5.97107 -1.78586
```

Its total energy is -348.75192 a.u. As for the charge: -1. For the lowest unoccupied orbital energy, the calculation gives 0.1166 Ha. Its orbital gap is 5.30 eV. Its energy above the lowest of the compared OMol25 structures with the same formula, charge and spin is 1.305 eV.



The following is a DFT calculation (ωB97M-V/def2-TZVPD) of a structure of composition C5H13O2 in a non-equilibrium geometry.

Structure (XYZ):
```
20
Properties=species:S:1:pos:R:3
C -2.05687 0.34673 0.17588
H -2.11475 1.22619 0.83356
H -1.93869 0.53198 -0.90536
H -2.25081 -0.63983 0.63115
O -0.23882 0.22804 0.45377
C 0.42982 -0.80803 -0.17515
C 1.90687 -0.74169 0.18557
O 2.49367 0.38296 -0.40932
C 3.86006 0.51452 -0.10940
H 0.32404 -0.73537 -1.27278
H 0.04321 -1.78715 0.16215
H 2.38455 -1.67085 -0.17559
H 2.01899 -0.70624 1.28431
H 4.43142 -0.36374 -0.45741
H 4.22959 1.41005 -0.62244
H 4.01960 0.62938 0.97670
C -4.22647 0.53158 -0.12241
H -4.30338 1.55439 -0.50108
H -4.59778 0.36465 0.89303
H -4.41425 -0.26758 -0.84518
```

Its total energy is -348.58539 a.u. For the lowest unoccupied orbital energy (spin up / spin down), the calculation gives 0.0338 / -0.0374 Ha. Its orbital gap (spin up / spin down) is 9.54 / 7.95 eV. The multiplicity is 2. Its energy above the lowest of the compared OMol25 structures with the same formula, charge and spin is 3.433 eV.



The following is a DFT calculation (ωB97M-V/def2-TZVPD) of a structure of composition C5H13O3Pt in a non-equilibrium geometry.

Structure (XYZ):
```
22
Properties=species:S:1:pos:R:3
C -0.90472 -0.66735 0.44932
O -0.30156 0.32261 -0.37018
C 1.09423 0.28391 -0.37226
C 1.64685 1.41537 -1.20379
O 1.39699 2.64724 -0.57358
C 1.84650 3.75155 -1.31519
H -1.98793 -0.45310 0.44585
H -0.60012 -0.47994 1.49918
H 1.45428 -0.67665 -0.79459
H 1.48930 0.35648 0.65948
H 1.18210 1.39740 -2.20726
H 2.73499 1.26576 -1.33240
H 1.34773 3.80329 -2.29890
H 1.60332 4.65828 -0.74814
H 2.93776 3.70604 -1.47676
Pt -0.66292 -2.41715 -0.18289
O -1.42962 -3.38305 1.15457
H -1.44881 -4.34441 1.06355
C -2.63428 -2.89547 1.76503
H -2.88758 -3.54816 2.60560
H -2.37966 -1.90067 2.14234
H -3.49686 -2.84198 1.09102
```

Its total energy is -542.83711 a.u. As for the charge: +1. For the lowest unoccupied orbital energy (spin up / spin down), the calculation gives -0.1713 / -0.2643 Ha. Its orbital gap (spin up / spin down) is 7.67 / 5.16 eV. The multiplicity is 3.



The following is a DFT calculation (ωB97M-V/def2-TZVPD) of the ion C5H13O3S2 with charge +1 in a non-equilibrium geometry.

Structure (XYZ):
```
23
Properties=species:S:1:pos:R:3
C -1.29721 -0.87734 -3.61672
C 1.35775 1.73877 1.22864
C -0.63693 0.21512 2.99080
C -1.50349 -0.41960 -2.19093
C 1.67113 -0.62356 2.15873
O 0.65439 -1.69399 -1.23562
O 0.95405 0.70359 -1.69004
O -0.48143 0.08589 0.25333
S 0.09354 -0.37474 -1.29159
S 0.50344 0.18215 1.60214
H -2.26195 -1.04251 -3.95094
H -0.91717 -0.14951 -4.41321
H -0.64890 -1.74916 -3.75362
H 2.20217 1.70524 2.04137
H 0.87409 2.73392 1.32423
H 1.69089 1.58618 0.26480
H -0.15749 0.77659 3.76448
H -0.65674 -0.79216 3.32393
H -1.60927 0.58368 2.83325
H -2.16276 -1.10043 -1.54297
H -1.94267 0.55123 -2.29799
H 1.60316 -1.61617 2.55169
H 2.67140 -0.42318 1.64626
```

Its total energy is -1219.97772 a.u. As for the charge: +1. For the lowest unoccupied orbital energy, the calculation gives -0.1318 Ha. Its orbital gap is 10.74 eV. Its energy above the lowest of the compared OMol25 structures with the same formula, charge and spin is 0.190 eV.



The following is a DFT calculation (ωB97M-V/def2-TZVPD) of a structure of composition C5H13O3Zn in a non-equilibrium geometry.

Structure (XYZ):
```
22
Properties=species:S:1:pos:R:3
C -1.47756 0.58020 -0.12197
O -0.26842 0.01757 0.05653
C 0.26961 -0.65737 -1.08027
C 1.66205 -1.13199 -0.76465
O 1.61857 -2.11797 0.23235
C 2.88362 -2.65223 0.53541
H -2.22893 -0.00860 0.41714
H -1.79395 0.75576 -1.15980
H 0.31257 0.02936 -1.93903
H -0.38210 -1.50854 -1.33482
H 2.28306 -0.27767 -0.44013
H 2.10331 -1.53521 -1.69457
H 3.56831 -1.87036 0.90637
H 2.74833 -3.40994 1.31569
H 3.33897 -3.12589 -0.35146
Zn 0.52425 2.38509 0.21154
O -1.58671 1.98949 0.59187
H -1.01367 2.02290 1.41061
C -2.91550 2.53315 0.77880
H -2.80877 3.42604 1.39905
H -3.29071 2.78462 -0.21636
H -3.54633 1.77161 1.24768
```

Its total energy is -2202.92395 a.u. As for the charge: +1. For the lowest unoccupied orbital energy, the calculation gives -0.1372 Ha. Its orbital gap is 7.89 eV. Its energy above the lowest of the compared OMol25 structures with the same formula, charge and spin is 1.713 eV.



The following is a DFT calculation (ωB97M-V/def2-TZVPD) of an isolated molecule of C5H13OP in a non-equilibrium geometry.

Structure (XYZ):
```
20
Properties=species:S:1:pos:R:3
C 1.27697 0.82635 -0.94880
C -0.37289 -1.31217 -0.82094
C -1.51866 0.90170 -1.11753
C 1.12637 -0.47591 1.91632
C -0.40039 0.12093 -0.44400
O -1.60997 -0.54131 1.98453
P -0.45389 0.14029 1.36059
H 1.48215 1.88109 -0.61593
H 1.93106 0.08788 -0.55812
H 1.37724 0.76949 -1.97894
H -0.00270 -1.27423 -1.77722
H -1.39702 -1.80074 -0.83941
H 0.35559 -1.97012 -0.20665
H -1.27265 1.98700 -1.13697
H -1.92231 0.53638 -2.15529
H -2.33532 0.72916 -0.39347
H 1.78675 0.28321 2.05873
H 0.88523 -1.19228 2.73426
H 1.64235 -1.08816 1.19072
H -0.57789 1.39145 1.74811
```

Its total energy is -614.84954 a.u. For the lowest unoccupied orbital energy, the calculation gives 0.0291 Ha. Its orbital gap is 10.45 eV. Its energy above the lowest of the compared OMol25 structures with the same formula, charge and spin is 1.360 eV. The structure (SMILES) is C[P@H](=O)C(C)(C)C.



The following is a DFT calculation (ωB97M-V/def2-TZVPD) of a cluster of 2 separate species, C5H14 in total in a non-equilibrium geometry.

Structure (XYZ):
```
19
Properties=species:S:1:pos:R:3
C -1.52689 0.45025 1.12467
C -0.79190 1.67020 0.53840
C -1.61069 0.15164 2.54082
H -2.54438 0.56757 0.59984
H -1.24388 -0.53176 0.61416
H -1.34838 2.04027 -0.34357
H -1.23632 -0.92017 2.76197
H -0.88294 0.53595 3.10621
H -2.60357 0.29685 2.90183
H -0.76150 2.48688 1.22530
H 0.20784 1.27803 0.19753
C 1.72185 -0.31634 -2.23640
C 1.73533 -1.66594 -1.50975
H 2.62525 -0.08747 -2.82386
H 0.86925 -0.16564 -3.01256
H 1.84148 0.46683 -1.50568
H 1.95657 -2.46398 -2.31805
H 0.89558 -1.97840 -0.87507
H 2.69731 -1.81480 -0.98578
```

Its total energy is -198.77485 a.u. As for the charge: -1. For the lowest unoccupied orbital energy (spin up / spin down), the calculation gives 0.1554 / 0.1559 Ha. Its orbital gap (spin up / spin down) is 2.74 / 11.03 eV. The multiplicity is 2. Its energy above the lowest of the compared OMol25 structures with the same formula, charge and spin is 1.570 eV.



The following is a DFT calculation (ωB97M-V/def2-TZVPD) of a cluster of 2 separate species, C5H14 in total in a non-equilibrium geometry.

Structure (XYZ):
```
19
Properties=species:S:1:pos:R:3
C 0.54155 2.82000 -0.36754
C 1.71870 1.85731 -0.40522
H 0.25166 2.75961 0.71720
H 0.85906 3.86406 -0.49595
H -0.32328 2.55883 -1.04229
H 1.33437 1.00039 0.07540
H 2.53199 2.15201 0.39212
H 2.22061 1.86502 -1.48808
C -0.54985 -1.50452 -0.22583
C -1.19402 -0.70694 0.90021
C -0.64411 -2.98260 -0.07717
H 0.55584 -1.09232 -0.21643
H -0.86898 -1.06112 -1.16076
H -2.35199 -0.52539 0.64406
H -0.97526 -1.19022 1.89569
H -1.71797 -3.14433 0.08471
H -0.03462 -3.37186 0.73019
H -0.99004 0.33503 0.98882
H -0.36366 -3.63296 -0.94912
```

Its total energy is -198.78340 a.u. As for the charge: -1. For the lowest unoccupied orbital energy (spin up / spin down), the calculation gives 0.1486 / 0.1453 Ha. Its orbital gap (spin up / spin down) is 2.57 / 11.03 eV. The multiplicity is 2. Its energy above the lowest of the compared OMol25 structures with the same formula, charge and spin is 1.337 eV.